{
  "formula": "C9H8",
  "method": "ωB97M-V/def2-TZVPD",
  "de_lowest_ev": 0.0000,
  "homo_lumo_gap_ha": 0.3432,
  "smiles": "C1=Cc2ccccc2C1",
  "charge": 0,
  "e_lumo_ev": 1.005,
  "homo_ev": -8.3,
  "spin_multiplicity": 1,
  "species": ["C", "C", "C", "C", "C", "C", "C", "C", "C", "H", "H", "H", "H", "H", "H", "H", "H"],
  "positions_angstrom": [[1.189, 1.567, -1.262], [0.659, 0.507, -1.846], [-0.091, -0.268, -0.822], [-0.673, -1.524, -0.792], [-1.158, -2.037, 0.422], [-0.990, -1.321, 1.626], [-0.499, 0.051, 1.557], [-0.033, 0.534, 0.350], [0.798, 1.753, 0.149], [1.880, 2.311, -1.716], [0.574, 0.259, -2.912], [-0.689, -2.173, -1.659], [-1.431, -3.052, 0.762], [-1.316, -1.854, 2.580], [-0.440, 0.818, 2.389], [0.379, 2.718, 0.491], [1.841, 1.711, 0.683]],
  "forces_ev_per_angstrom": [[1.0, 2.5, -1.4], [-1.3, -1.3, -0.7], [0.1, 1.1, 0.5], [-0.3, -0.7, 0.1], [1.2, 0.3, 2.5], [-0.4, 1.7, 0.1], [-0.5, -0.5, 0.9], [-0.3, -1.5, 1.0], [2.1, -0.3, 1.1], [-0.8, -0.7, 0.0], [0.8, 0.1, 0.5], [0.0, 0.2, -0.2], [-0.2, 0.2, -1.7], [0.6, 1.2, -1.3], [-0.1, -1.6, -0.5], [0.0, -0.4, -0.6], [-1.9, -0.2, -0.2]]
}